Entry from OMol25: the molecule C6H7N3O (wB97M-V/def2-TZVPD).

Summary:
Lowest unoccupied orbital energy (hartree): 0.0278
Structure (SMILES): NC(=O)Nc1ccccn1
HOMO-LUMO gap (eV): 10.4382
Charge: 0
Relative energy (zero: lowest compared OMol25 entry of this formula, charge and spin) (kJ/mol): 134.2
Highest occupied orbital energy (eV): -9.68

Each line ends with the Löwdin charge.
CARTESIAN COORDINATES (ANGSTROEM)
1 C 2.7520 0.1722 0.3280  -0.0555
2 C -2.1904 0.0889 0.2612  -0.6487
3 H 2.7167 -1.8419 0.8683  0.0929
4 H -4.0090 0.0312 0.5637  0.0380
5 H -3.5804 -1.2220 -0.6339  0.2129
6 H 0.0411 1.4588 -0.7789  0.0350
7 C 0.6907 0.9761 -0.3548  -0.0049
8 C 0.1872 -0.3301 -0.1467  -0.2682
9 N -1.1945 -0.5987 -0.4349  0.1085
10 C 1.9681 1.2036 -0.1893  -0.0341
11 N -3.4156 -0.2123 -0.0963  0.1642
12 H -1.3517 -0.4620 -1.4196  0.1306
13 O -1.8985 0.8348 1.1891  0.0609
14 N 0.9318 -1.3401 0.2763  0.1496
15 H 2.4060 2.1597 -0.3093  0.1094
16 H 3.7328 0.1039 0.4010  0.0649
17 C 2.2137 -1.0222 0.4762  -0.1556